Entry 1:
The following is a quantum chemistry calculation of the molecule ClH2N3, from OMol25.

Each line ends with the Löwdin charge.
Atoms and positions in Å:
1 N -1.083 0.515 -0.043  -0.49
2 N -0.186 -0.469 0.068  -0.17
3 Cl -2.707 -0.035 0.106  0.47
4 N 1.117 -0.081 0.097  0.02
5 H 1.307 0.915 0.127  0.10
6 H 1.552 -0.846 -0.354  0.08

Output
LUMO energy = 0.0188 hartree
relative energy (zero: lowest compared OMol25 entry of this formula, charge and spin) = 21.3 kcal per mole
orbital gap = 10.114 eV
net charge = 0
SMILES string = N/N=N/Cl

---

Entry 2:
The following is a quantum chemistry calculation of a cluster of 2 separate species, C13H19N in total, from OMol25.

Each line ends with the Löwdin spin population.
Atoms and positions in Å:
1 H 2.294 -2.538 1.455  0.00
2 H 0.918 2.664 -1.893  0.00
3 H -3.515 -1.286 -1.525  0.00
4 H -2.340 -2.496 -2.065  0.00
5 C 1.325 1.650 -1.859  0.01
6 H -1.944 1.523 2.388  0.00
7 C 0.645 -1.608 0.476  0.21
8 C -1.429 -0.216 -0.266  0.03
9 H 1.975 1.304 0.187  0.00
10 C -0.536 0.094 1.813  0.01
11 H 1.355 1.692 -4.063  0.00
12 C 1.472 -0.942 2.671  0.12
13 C 2.405 1.658 -0.764  0.01
14 H 0.606 -2.367 -0.301  0.03
15 H -2.964 -1.269 -3.162  0.00
16 C -2.181 0.737 0.397  0.18
17 H 2.751 2.667 -0.520  0.00
18 H -2.947 1.412 0.063  0.03
19 N -1.620 0.903 1.673  0.03
20 C 1.574 -1.729 1.539  0.05
21 C 1.988 1.428 -3.228  0.00
22 C -0.417 -0.659 0.628  0.06
23 C -1.517 -0.470 -1.737  0.01
24 H 2.903 2.028 -3.272  0.00
25 H 2.294 0.388 -3.393  0.00
26 H -0.570 -0.839 -2.150  0.00
27 H 0.520 0.941 -1.710  0.00
28 H 3.264 1.036 -1.013  0.00
29 H 2.271 -0.956 3.404  0.01
30 H -1.667 0.482 -2.254  0.00
31 C 0.460 0.054 2.808  0.19
32 C -2.633 -1.450 -2.142  0.00
33 H 0.401 0.709 3.671  0.02

Output
LUMO energy (spin up / spin down) = 0.1343 / 0.1305 hartree
multiplicity = 2
relative energy (zero: lowest compared OMol25 entry of this formula, charge and spin) = 0.8 kcal per mole
orbital gap (spin up / spin down) = 3.128 / 6.458 eV
net charge = -1

---

Entry 3:
The following is a quantum chemistry calculation of a structure of composition C18H10Br4N3O3Rb, from OMol25.

Each line ends with the Löwdin charge.
Atoms and positions in Å:
1 C -4.861 1.382 -0.008  -0.66
2 H 0.656 0.000 5.803  0.09
3 Rb -0.431 0.000 0.082  1.08
4 C 3.301 0.000 3.678  -0.03
5 C 2.623 0.000 4.886  -0.09
6 C -3.595 -0.750 -0.029  -0.50
7 N 2.599 0.000 0.066  -0.01
8 H -0.564 0.000 -3.359  0.11
9 H 3.180 0.000 5.819  0.09
10 Br -4.795 -3.280 -0.021  0.64
11 H 4.379 0.000 3.587  0.10
12 Br -7.723 1.672 0.037  0.59
13 Br -4.795 3.280 -0.023  0.64
14 Br -7.723 -1.672 0.039  0.59
15 C -3.595 0.750 -0.029  -0.50
16 H 2.972 0.000 -5.776  0.09
17 C 1.083 0.000 -4.734  -0.09
18 C -6.103 -0.686 0.013  -0.80
19 C -4.861 -1.382 -0.007  -0.66
20 C 3.394 0.000 -1.129  -0.22
21 C -6.103 0.686 0.012  -0.80
22 C 2.575 0.000 2.492  -0.18
23 C 3.342 0.000 1.140  -0.55
24 C 1.235 0.000 4.888  -0.09
25 C 2.472 0.000 -4.813  -0.10
26 C 2.555 0.000 -2.407  -0.25
27 O -2.487 -1.379 -0.053  -0.35
28 O -2.487 1.379 -0.053  -0.35
29 N 1.221 0.000 -2.334  0.04
30 N 1.235 0.000 2.492  0.03
31 H 4.075 -0.863 -1.196  0.12
32 C 0.516 0.000 -3.475  -0.14
33 H 4.290 0.000 -3.659  0.11
34 C 0.588 0.000 3.661  -0.15
35 C 3.205 0.000 -3.647  -0.05
36 O 4.601 0.000 1.259  -0.09
37 H 0.445 0.000 -5.609  0.09
38 H -0.497 0.000 3.604  0.11
39 H 4.076 0.863 -1.196  0.12

Output
LUMO energy = 0.1454 hartree
orbital gap = 4.494 eV
net charge = -2

---

Entry 4:
The following is a quantum chemistry calculation of a structure of composition C47H62B2N10O7STa, from OMol25.

Each line ends with the Löwdin charge.
Atoms and positions in Å:
1 H -1.540 3.838 -3.511  0.09
2 H -5.162 -4.131 0.365  0.12
3 H -0.035 5.699 -1.453  0.07
4 O 0.547 1.160 0.616  -0.23
5 H 1.736 -2.207 -4.859  0.12
6 H -2.473 4.458 -2.151  0.09
7 C 2.144 1.677 3.227  -0.08
8 H -4.254 2.874 -2.818  0.09
9 B 0.634 2.583 0.491  -0.91
10 H 0.957 -1.887 6.260  0.08
11 C 1.027 5.624 -1.245  0.00
12 H -0.817 3.866 -1.907  0.04
13 C -3.779 2.136 1.127  -0.03
14 N -2.603 -2.102 0.350  -0.03
15 C 0.557 4.746 1.154  -0.43
16 N -2.053 -0.433 -4.099  0.23
17 H 1.545 5.366 -2.170  0.10
18 C 4.152 1.900 1.880  -0.07
19 H 1.568 6.487 1.917  0.10
20 S 2.149 0.446 0.763  1.03
21 H -0.828 -5.138 3.084  0.11
22 H 3.181 3.930 0.821  0.07
23 H -1.488 1.595 -2.480  0.10
24 O -1.186 0.249 -6.059  0.14
25 H 2.191 4.957 2.561  0.08
26 C -0.232 -2.978 -5.323  -0.06
27 C -1.740 3.704 -2.446  -0.05
28 N -2.325 0.950 -0.042  0.01
29 O 2.881 0.750 -0.459  -0.37
30 H -4.218 0.001 2.693  0.13
31 O 1.432 -1.449 -2.527  0.09
32 H 1.380 6.606 -0.926  0.10
33 H 4.579 3.280 4.938  0.11
34 C 1.366 0.526 -4.665  -0.15
35 C -0.837 5.319 0.961  0.01
36 H 2.564 -2.131 5.597  0.09
37 N 0.606 -1.959 0.063  -0.16
38 H -1.074 -2.730 -5.971  0.08
39 C -3.637 -4.035 -2.420  -0.04
40 C 4.776 2.554 2.933  -0.05
41 C 1.081 -1.885 4.061  -0.34
42 C 2.229 -6.058 2.013  0.00
43 C -4.558 -2.254 1.347  -0.03
44 H 5.799 2.891 2.828  0.11
45 H 2.361 0.128 -4.464  0.13
46 C 1.290 5.487 2.254  0.01
47 C 2.453 -4.969 1.139  -0.16
48 H -1.016 -3.192 -2.049  0.04
49 H 1.829 2.530 -4.009  0.09
50 H 2.999 -6.812 2.127  0.12
51 H 0.109 2.167 -3.988  0.07
52 N -0.846 -0.880 2.605  0.07
53 H 1.312 0.797 -5.719  0.13
54 C 1.624 -2.897 0.135  -0.31
55 N -2.052 -0.353 2.969  -0.05
56 C -2.268 2.299 -2.189  -0.35
57 C -4.444 -3.345 0.515  0.01
58 H 2.855 -2.675 3.135  0.10
59 H -2.940 -5.169 -0.753  0.14
60 H -0.796 6.391 0.765  0.10
61 C -1.971 -0.685 -2.752  -0.58
62 H 3.243 5.610 0.272  0.10
63 C -0.179 -1.083 3.776  -0.23
64 H 2.979 -1.869 -1.127  0.09
65 C 2.775 2.335 4.267  -0.05
66 C -2.138 -0.198 4.289  -0.05
67 C 2.830 -2.734 -0.499  -0.02
68 C 2.884 4.611 0.028  0.01
69 C 0.106 -5.108 2.530  -0.13
70 N -3.454 -1.513 1.251  0.00
71 H 1.861 -1.703 2.061  0.00
72 C 1.631 -1.585 5.459  -0.07
73 B -3.239 -0.189 2.033  -0.54
74 N -3.068 1.005 1.092  -0.02
75 O 1.037 3.244 -0.621  0.16
76 O 0.383 3.361 1.571  0.17
77 H -0.626 -3.198 -4.326  0.06
78 H 2.854 -0.926 3.297  0.07
79 H 1.184 1.523 -2.729  0.07
80 N 0.267 -4.090 1.722  0.12
81 C 1.420 -4.017 1.010  -0.21
82 H 1.122 1.331 3.328  0.12
83 C 1.100 1.748 -3.794  -0.05
84 H -1.407 5.155 1.875  0.10
85 H -3.278 2.166 -4.103  0.09
86 H -1.066 -4.932 -2.273  0.09
87 H 2.246 2.509 5.194  0.12
88 H -2.981 -0.256 -4.458  0.17
89 H 4.785 -3.552 -0.880  0.11
90 C 2.837 1.486 2.035  -0.37
91 C -2.623 2.060 -0.748  -0.24
92 H -3.038 0.184 4.740  0.13
93 C -1.276 -4.131 -1.563  -0.06
94 H -4.446 2.338 1.948  0.13
95 H -5.353 -1.957 2.010  0.13
96 H -3.340 -4.767 -3.172  0.09
97 C 4.088 2.772 4.118  -0.05
98 H -1.364 4.829 0.142  0.07
99 C -2.744 -4.180 -1.178  -0.34
100 H -3.956 3.785 -0.319  0.12
101 H 1.005 -1.496 -6.298  0.13
102 C 1.059 -6.133 2.707  -0.04
103 C 2.224 -1.788 3.069  -0.07
104 C -3.516 2.850 -0.018  0.01
105 C -3.529 2.090 -3.042  -0.05
106 H -4.687 -4.199 -2.181  0.08
107 H -4.003 1.130 -2.846  0.07
108 C -0.993 -0.202 -4.958  -0.41
109 C 0.362 -0.628 -4.454  -0.30
110 O -2.982 -0.811 -2.089  0.04
111 N -0.721 -0.801 -2.153  0.02
112 H -3.543 -3.036 -2.845  0.07
113 C -3.208 -3.218 -0.113  -0.22
114 Ta -0.807 -0.896 0.014  1.91
115 H 4.450 -5.535 0.542  0.12
116 H 0.729 -2.922 4.071  0.12
117 C -0.966 -0.638 4.844  -0.01
118 C 3.667 -4.794 0.431  -0.02
119 H 4.665 1.716 0.945  0.12
120 C 0.799 -1.852 -5.288  -0.15
121 H 1.848 -0.520 5.571  0.08
122 H -0.723 -0.671 5.889  0.10
123 H 0.855 -6.948 3.388  0.11
124 C 0.406 -1.011 -2.975  -0.41
125 H 0.218 -3.895 -5.701  0.08
126 H 0.640 5.591 3.123  0.10
127 C 1.376 4.607 -0.176  -0.41
128 C 3.850 -3.695 -0.355  -0.04
129 H 3.360 4.284 -0.897  0.11
130 H -0.630 -4.262 -0.702  0.05

Output
LUMO energy = -0.1211 hartree
relative energy (zero: lowest compared OMol25 entry of this formula, charge and spin) = 23.9 kcal per mole
orbital gap = 7.202 eV
net charge = +1